Entry 1:
2 unconnected molecules or ions with the total composition C3H5Cl2OPS in a non-equilibrium geometry. Source: the OMol25 dataset; level of theory: ωB97M-V/def2-TZVPD.

Calculated values
Energy relative to the best compared isomer or geometry (same formula, charge and spin): 1.045 eV
Orbital gap (spin up / spin down): 6.06 / 6.90 eV
Total energy: -50407.0140 eV

Element x y z (Å)
Cl 2.07 -4.86 1.41
Cl 1.39 -4.44 -1.52
S -2.22 -2.17 0.99
P 0.68 -3.99 0.26
O -0.59 -4.78 0.45
C -0.21 -0.43 -0.16
C -0.93 -1.56 0.42
C -0.96 0.74 -0.71
H -1.67 1.26 0.04
H 0.44 -0.57 -0.94
H -0.27 1.48 -1.18
H -1.60 0.38 -1.60
H 0.41 -0.09 0.81

=====

Entry 2:
A gas-phase ion, C4H10NO2 (charge +1) in a non-equilibrium geometry. Source: the OMol25 dataset; level of theory: ωB97M-V/def2-TZVPD.

Calculated values
SMILES: CC[NH2+]CC(=O)O
Energy relative to the best compared isomer or geometry (same formula, charge and spin): 3.540 eV
Orbital gap: 11.42 eV
Total energy: -9886.0480 eV
Net charge: +1

Element x y z (Å)
O -0.88 2.75 -0.46
O -2.25 0.81 -0.43
N -0.09 -0.57 -0.72
C 1.30 -1.15 1.49
C -0.03 -1.43 0.53
C 0.18 0.84 -0.68
C -1.19 1.46 -0.28
H -1.14 -0.74 -1.16
H -1.34 3.27 -1.13
H -1.03 -1.27 1.07
H 0.82 1.14 0.13
H 1.21 -0.61 2.48
H 0.00 -2.46 0.12
H 1.69 -2.08 1.53
H 0.44 1.44 -1.67
H 1.72 -0.52 0.69
H 0.59 -0.88 -1.50

=====

Entry 3:
A molecular structure, C18H33O3P3Pd in a non-equilibrium geometry. Source: the OMol25 dataset; level of theory: ωB97M-V/def2-TZVPD.

Calculated values
Energy relative to the best compared isomer or geometry (same formula, charge and spin): 1.791 eV
Orbital gap (spin up / spin down): 5.89 / 4.79 eV
Expectation value of S²: 6.047
Total energy: -56639.3637 eV
Spin multiplicity: 5
Net charge: +4

Element x y z (Å)
Pd 0.82 0.04 -1.32
P -2.95 -1.24 -0.69
P 1.05 2.44 -1.23
P 1.83 -2.19 -1.08
O 0.41 -2.00 5.65
O -1.87 0.99 -2.42
O 3.77 0.60 -1.87
C -1.05 -0.13 3.33
C 0.93 1.84 3.37
C -0.02 3.71 -0.48
C 2.61 -2.85 -2.63
C 0.97 3.13 -2.93
C 2.63 0.61 -1.55
C -3.97 -2.51 0.15
C -4.07 0.15 -0.22
C 1.33 -3.79 -0.34
C 0.34 -0.52 3.64
C -1.37 1.15 3.06
C -0.39 2.16 3.06
C -3.78 -1.49 -2.33
C 3.34 -1.97 -0.09
C 2.60 3.27 -0.70
C 1.30 0.58 3.65
C 0.19 -1.01 5.07
C -1.09 0.44 -1.72
H 3.03 -1.95 0.96
H -5.00 -2.45 -0.22
H 3.15 -2.05 -3.17
H -1.77 -0.95 3.20
H -0.07 3.09 -3.28
H 1.63 2.61 -3.63
H 2.32 0.30 3.87
H 0.68 -1.43 3.13
H 1.28 4.18 -2.83
H 2.59 3.34 0.40
H 0.32 4.66 -0.90
H 0.11 3.74 0.61
H -5.09 -0.12 -0.50
H 4.01 -2.82 -0.26
H 1.71 2.59 3.47
H 2.10 -4.55 -0.51
H 0.39 -4.16 -0.75
H 3.52 2.79 -1.03
H -1.07 3.56 -0.73
H 3.87 -1.05 -0.31
H -2.40 1.46 2.91
H 2.56 4.28 -1.13
H 1.22 -3.68 0.74
H -3.53 -0.69 -3.04
H -4.87 -1.51 -2.17
H -3.57 -3.50 -0.04
H -3.98 -2.34 1.23
H -3.80 1.08 -0.73
H 3.33 -3.66 -2.38
H -0.64 3.22 2.92
H -4.02 0.30 0.86
H 1.84 -3.26 -3.31
H -3.46 -2.45 -2.76

=====

Entry 4:
A molecular structure, C23H23BN6O4S2Y. Source: the OMol25 dataset; level of theory: ωB97M-V/def2-TZVPD.

Calculated values
Energy relative to the best compared isomer or geometry (same formula, charge and spin): 0.438 eV
Orbital gap: 5.85 eV
Total energy: -64744.5964 eV
Net charge: +1

Element x y z (Å)
Y 0.00 0.53 0.86
S -1.30 -1.19 -0.80
S 2.52 -0.29 0.71
O -0.03 2.59 2.48
O -0.98 -1.37 2.28
O -2.86 -2.51 2.41
O -1.40 4.34 2.78
N 1.95 -2.10 2.69
N -0.20 -1.05 -3.29
N 4.15 1.20 -5.29
N -2.02 0.94 2.30
N 1.07 -2.11 -1.87
N 1.44 -2.83 0.69
C 1.43 -3.36 2.84
C 1.09 1.96 -3.83
C 1.95 -1.80 1.37
C -2.19 -1.38 2.37
C -2.35 2.18 2.62
C 1.85 2.32 -1.20
C -4.56 1.51 3.15
C 2.81 2.05 -2.16
C 2.43 1.86 -3.48
C 1.10 -3.80 1.61
C -0.10 -1.47 -2.02
C 0.13 2.20 -2.87
C -2.89 -0.05 2.50
C -0.52 2.50 -0.43
C -1.14 3.07 2.60
C -3.62 2.53 3.04
C -4.19 0.19 2.91
C 0.95 -1.42 -3.97
C 2.46 -1.25 3.74
C 3.40 1.51 -4.48
C 0.48 2.36 -1.52
C 1.73 -2.06 -3.08
C -1.38 -0.46 -3.89
B 1.49 -3.22 -0.84
H -1.53 2.62 -0.84
H -3.81 -2.38 2.41
H -5.57 1.74 3.48
H 3.41 -0.83 3.44
H -2.08 -1.25 -4.18
H 3.86 2.00 -1.88
H 1.77 -0.44 3.96
H 2.70 -2.51 -3.19
H 2.17 2.51 -0.18
H 2.60 -1.86 4.64
H 0.67 -4.73 1.28
H -3.87 3.55 3.28
H -0.28 3.39 0.15
H 1.33 -3.82 3.81
H -0.91 2.30 -3.15
H 0.74 -4.14 -0.95
H 0.80 1.86 -4.87
H -0.57 4.85 2.79
H 2.63 -3.50 -1.10
H 1.10 -1.17 -5.01
H -1.86 0.19 -3.17
H -1.09 0.11 -4.76
H -4.90 -0.60 3.08